C4H4OYb as an isolated structure, computed with ωB97M-V with the def2-TZVPD basis set.

Summary:
**Calculated total energy**: -1388.35576 Eh
**Multiplicity**: 1
**Energy relative to the best compared isomer or geometry (same formula, charge and spin)**: 117.82 kcal per mole
**LUMO energy (spin up / spin down)**: -1.9 / -1.9 eV
**Charge**: 0

```
10
C4H4OYb (ωB97M-V with the def2-TZVPD basis set)
H 0.473 -0.875 -1.174
C -1.081 0.022 -0.511
H -0.015 1.820 -0.042
C -2.305 0.062 -0.893
C -0.253 0.835 0.380
Yb 3.198 -1.415 -0.879
C 0.785 0.286 1.077
O 1.983 -0.031 0.613
H -3.230 -0.282 -0.426
H 0.443 -0.422 1.854
```

***

C4H4P2 in the gas phase, computed with ωB97M-V with the def2-TZVPD basis set.

Summary:
**Calculated total energy**: -837.39715 Eh
**SMILES**: C1=P[C@H]2[C@@H]3[C@H]2P13
**Multiplicity**: 1
**Energy relative to the best compared isomer or geometry (same formula, charge and spin)**: 6.88 kcal per mole
**LUMO energy**: 0.1 eV
**Charge**: 0

```
10
C4H4P2 (ωB97M-V with the def2-TZVPD basis set)
P 0.415 -1.567 -0.056
C -0.014 0.948 0.029
C 0.862 0.122 -0.805
H 1.696 0.458 1.152
P -1.840 0.464 -0.083
H 1.554 0.470 -1.597
H 0.161 2.014 0.235
C 0.838 0.034 0.757
C -1.436 -1.112 0.091
H -2.237 -1.829 0.278
```

***

C4H4P2 in the gas phase, computed with ωB97M-V with the def2-TZVPD basis set.

Summary:
**Calculated total energy**: -837.34124 Eh
**SMILES**: C1=P[C@H]1P1=CC=1
**Multiplicity**: 1
**Energy relative to the best compared isomer or geometry (same formula, charge and spin)**: 41.96 kcal per mole
**LUMO energy**: 0.1 eV
**Charge**: 0

```
10
C4H4P2 (ωB97M-V with the def2-TZVPD basis set)
C -1.414 0.116 -0.245
C 1.485 0.438 0.468
H -2.311 -1.118 1.719
H 1.906 1.355 -1.596
C -2.332 -0.497 0.745
H -1.266 -0.330 -1.256
P -3.327 0.479 -0.079
H 1.773 -0.373 1.032
P -0.121 1.412 0.349
C 1.333 1.097 -0.632
```

***

C4H4S in the gas phase, computed with ωB97M-V with the def2-TZVPD basis set.

Summary:
**Calculated total energy**: -552.75369 Eh
**Multiplicity**: 1
**Energy relative to the best compared isomer or geometry (same formula, charge and spin)**: 149.55 kcal per mole
**LUMO energy**: -0.9 eV
**Charge**: 0

```
9
C4H4S (ωB97M-V with the def2-TZVPD basis set)
S -2.120 -1.514 -0.010
H 1.109 -1.086 1.108
C 1.291 0.878 -0.034
H -0.369 1.566 -1.108
H 0.456 -0.051 1.993
C 0.521 -0.191 0.927
H -0.220 0.315 -1.971
C 0.028 0.580 -0.936
C -0.695 -0.497 0.032
```

***

A 2-piece molecular cluster, C4H4S overall, computed with ωB97M-V with the def2-TZVPD basis set.

Summary:
**Calculated total energy**: -552.83950 Eh
**Multiplicity**: 1
**Energy relative to the best compared isomer or geometry (same formula, charge and spin)**: 95.71 kcal per mole
**LUMO energy**: 0.0 eV
**Charge**: 0

```
9
C4H4S (ωB97M-V with the def2-TZVPD basis set)
H -1.606 -1.475 -0.504
H -1.532 0.234 0.213
H 1.857 -0.374 -2.340
C 0.222 -0.425 -0.895
H -0.479 -1.207 0.923
C 1.028 -0.187 -1.729
C -0.914 -0.721 -0.025
S 1.473 2.070 2.202
C -0.048 2.085 2.154
```

***

C4H4S2 in the gas phase, computed with ωB97M-V with the def2-TZVPD basis set.

Summary:
**Calculated total energy**: -951.07871 Eh
**SMILES**: S=CC#CCS
**Multiplicity**: 1
**Energy relative to the best compared isomer or geometry (same formula, charge and spin)**: 58.85 kcal per mole
**LUMO energy**: -1.0 eV
**Charge**: 0

```
10
C4H4S2 (ωB97M-V with the def2-TZVPD basis set)
H -1.396 2.109 1.899
H 1.367 -1.645 0.128
C -0.031 -0.056 0.059
C -0.973 0.525 0.658
C 0.962 -0.943 -0.562
S 2.405 -0.008 -1.318
S -3.440 1.126 1.433
H 0.433 -1.659 -1.290
C -1.859 1.376 1.341
H 2.531 -0.825 -2.347
```

***

C4H5BaO3 as an isolated structure, computed with ωB97M-V with the def2-TZVPD basis set.

Summary:
**Calculated total energy**: -405.95843 Eh
**Multiplicity**: 2
**Energy relative to the best compared isomer or geometry (same formula, charge and spin)**: 0.97 kcal per mole
**LUMO energy (spin up / spin down)**: -8.7 / -8.8 eV
**Charge**: +2

```
13
C4H5BaO3 (ωB97M-V with the def2-TZVPD basis set)
H 3.379 -0.731 -0.691
C 3.023 -1.042 0.294
O -0.517 -0.667 -0.159
H 1.340 -1.367 1.569
H 3.774 -1.261 1.053
H -0.832 2.118 -0.207
C 0.724 -0.693 -0.402
Ba -6.102 1.366 0.040
O -1.783 2.075 -0.399
H 1.081 -0.377 -1.401
O -3.495 0.732 -0.087
C 1.704 -1.062 0.585
C -2.294 0.909 -0.196
```

***

C4H5BeNO4 as an isolated structure, computed with ωB97M-V with the def2-TZVPD basis set.

Summary:
**Calculated total energy**: -525.20355 Eh
**Multiplicity**: 1
**LUMO energy**: -10.5 eV
**Charge**: +2

```
15
C4H5BeNO4 (ωB97M-V with the def2-TZVPD basis set)
C 0.035 1.503 -0.351
H -0.863 -0.827 2.260
H 0.317 0.380 -3.732
H 0.372 0.001 2.966
N -0.248 0.000 2.146
C -2.340 -0.002 -0.895
H -0.865 0.826 2.262
C 0.041 -1.505 -0.356
H 0.318 -0.380 -3.731
O 3.501 0.004 -0.141
Be 0.685 0.006 0.590
O -2.971 -0.003 0.087
O -0.189 2.618 -0.634
O -0.182 -2.621 -0.635
C 2.387 0.002 0.163
```